Formula: C21H41N8O9P
Source: the Open Molecules 2025 dataset
Level of theory: ωB97M-V/def2-TZVPD

The value obtained for the molar mass is 580.580 g/mol. As for the LUMO energy: -0.02 eV. The spin multiplicity is 1. As for the SMILES: N#CC[C@@](C#N)(CP(=O)(O)O)OC#N.CNC(C)=O.CNC(C)=O.CNC(C)=O.CNC(C)=O.CNC(C)=O.

Cartesian coordinates (Å):
1 N -0.9462 -2.3350 -0.5476
2 C -1.1195 -1.9898 -1.6269
3 C -1.4501 -1.4837 -2.9557
4 C -2.4931 -0.3494 -2.8715
5 C -3.6112 -0.7566 -2.0066
6 N -4.4334 -1.1170 -1.2947
7 C -1.9289 1.0208 -2.5356
8 P -1.2122 1.2739 -0.8843
9 O 0.1554 0.7702 -0.7598
10 O -2.2154 0.7107 0.2106
11 O -1.2944 2.8559 -0.6931
12 O -2.9858 -0.1607 -4.2535
13 C -4.1526 -0.6138 -4.5773
14 N -5.1996 -0.9206 -4.9491
15 H -0.5678 -1.1150 -3.4768
16 H -1.8979 -2.3080 -3.5150
17 H -2.7007 1.7771 -2.7023
18 H -1.1091 1.2338 -3.2288
19 H -1.9993 -0.2112 0.4314
20 H -2.0792 3.2424 -1.1152
21 C 2.3775 -2.6664 3.2777
22 N 2.3809 -4.1176 3.2097
23 C 1.7226 -4.9243 2.3365
24 C 0.8558 -4.2496 1.3013
25 O 1.8369 -6.1393 2.4088
26 H 3.3923 -2.2832 3.1452
27 H 1.9953 -2.3265 4.2392
28 H 1.7458 -2.2520 2.5002
29 H 2.9357 -4.6278 3.8781
30 H 0.4005 -5.0129 0.6778
31 H 0.0685 -3.6674 1.7777
32 H 1.4458 -3.5832 0.6724
33 C 3.2600 -6.7792 6.3033
34 N 3.5418 -5.6172 7.1278
35 C 4.3729 -5.5226 8.1994
36 C 5.1136 -6.7748 8.6126
37 O 4.5102 -4.4677 8.7951
38 H 3.5351 -6.5824 5.2660
39 H 2.1959 -7.0154 6.3375
40 H 3.8191 -7.6406 6.6518
41 H 3.0740 -4.7520 6.9058
42 H 5.7284 -6.5331 9.4739
43 H 4.4168 -7.5686 8.8843
44 H 5.7549 -7.1328 7.8064
45 C -0.1124 2.8152 2.7094
46 N -0.4369 1.5207 3.2740
47 C 0.2810 0.7823 4.1562
48 C 1.5981 1.3530 4.6326
49 O -0.1248 -0.3033 4.5418
50 H -0.8854 3.5427 2.9646
51 H -0.0440 2.7505 1.6235
52 H 0.8369 3.1726 3.0945
53 H -1.2998 1.0848 2.9876
54 H 2.0428 0.6458 5.3263
55 H 2.2798 1.5083 3.7954
56 H 1.4493 2.3040 5.1450
57 C -3.3693 5.1850 -6.2580
58 N -3.4092 4.7991 -4.8598
59 C -3.9201 3.6619 -4.3243
60 C -4.4907 2.6415 -5.2787
61 O -3.9026 3.4813 -3.1109
62 H -2.3415 5.3456 -6.5863
63 H -3.9262 6.1092 -6.4157
64 H -3.8097 4.4093 -6.8754
65 H -3.0411 5.4416 -4.1744
66 H -4.8731 1.8087 -4.7007
67 H -5.3054 3.0501 -5.8760
68 H -3.7070 2.2828 -5.9486
69 C 0.4459 5.5764 -5.5071
70 N 0.1767 4.2216 -5.0686
71 C 0.9733 3.4113 -4.3231
72 C 2.3052 3.9613 -3.8767
73 O 0.6182 2.2827 -4.0221
74 H -0.3055 6.2651 -5.1149
75 H 0.4358 5.6371 -6.5970
76 H 1.4197 5.8992 -5.1555
77 H -0.7014 3.8000 -5.3298
78 H 2.8063 3.1955 -3.2934
79 H 2.9270 4.2219 -4.7341
80 H 2.1709 4.8479 -3.2561

***

Formula: C21H35N4O4
Source: the Open Molecules 2025 dataset
Level of theory: ωB97M-V/def2-TZVPD

As for the net charge: +1. The value obtained for the molar mass is 407.535 g/mol. As for the LUMO energy: -1.97 eV. The spin multiplicity is 1. The value obtained for the energy relative to the best compared isomer or geometry (same formula, charge and spin) is 18.5 kJ/mol. As for the SMILES: CCOc1ccc(OCC)c(NC(=O)CN2CC[NH+](CC(=O)NC(C)C)CC2)c1.

Cartesian coordinates (Å):
1 C 8.0015 1.5635 -0.8547
2 C 6.8853 1.9808 -1.8058
3 O 5.9142 0.9628 -1.9877
4 C 4.9975 0.7188 -1.0247
5 C 4.8100 1.4513 0.1433
6 C 3.8259 1.0991 1.0517
7 C 2.9908 0.0119 0.8319
8 O 2.0123 -0.4365 1.6717
9 C 1.9152 0.1065 2.9770
10 C 3.0221 -0.3807 3.9052
11 C 3.1649 -0.7065 -0.3607
12 N 2.3304 -1.8254 -0.6307
13 C 1.0017 -1.7906 -0.5999
14 O 0.3679 -0.7405 -0.4532
15 C 0.3327 -3.1621 -0.7678
16 N -1.0745 -3.2577 -0.5000
17 C -1.5523 -2.8677 0.8126
18 C -2.5773 -1.7225 0.7205
19 N -2.2013 -0.8642 -0.4193
20 C -2.7667 0.4907 -0.3743
21 C -4.3121 0.4969 -0.3779
22 O -4.9546 -0.5273 -0.4739
23 N -4.8355 1.7203 -0.2706
24 C -6.2708 1.9827 -0.2630
25 C -6.6656 2.6241 1.0628
26 C -6.6334 2.8716 -1.4474
27 C -2.4568 -1.5622 -1.6988
28 C -2.0383 -3.0446 -1.5424
29 C 4.1523 -0.3664 -1.2627
30 H 8.4789 0.6585 -1.2211
31 H 8.7444 2.3536 -0.7975
32 H 7.6164 1.3691 0.1434
33 H 6.4099 2.9112 -1.4738
34 H 7.2921 2.1410 -2.8074
35 H 5.4270 2.3051 0.3704
36 H 3.7276 1.6929 1.9458
37 H 0.9454 -0.2462 3.3402
38 H 1.8881 1.2014 2.9377
39 H 3.0069 -1.4661 3.9659
40 H 3.9993 -0.0708 3.5441
41 H 2.8688 0.0284 4.8995
42 H 2.7965 -2.6920 -0.8615
43 H 0.5080 -3.5020 -1.7926
44 H 0.8519 -3.8598 -0.0989
45 H -2.0275 -3.7280 1.3005
46 H -0.7008 -2.5612 1.4237
47 H -2.5642 -1.1310 1.6364
48 H -3.5902 -2.0955 0.5618
49 H -1.1057 -0.7800 -0.3777
50 H -2.4050 1.0455 -1.2441
51 H -2.4039 0.9889 0.5283
52 H -4.2365 2.5291 -0.2002
53 H -6.7538 1.0067 -0.3648
54 H -6.3914 1.9822 1.8963
55 H -6.1742 3.5875 1.1832
56 H -7.7393 2.7814 1.0897
57 H -7.7065 3.0333 -1.4708
58 H -6.3357 2.4051 -2.3831
59 H -6.1422 3.8391 -1.3642
60 H -1.8705 -1.0626 -2.4731
61 H -3.5168 -1.4979 -1.9458
62 H -2.9206 -3.6417 -1.2931
63 H -1.6447 -3.4185 -2.4874
64 H 4.2828 -0.9329 -2.1708

***

no.,frontier orbital gap (eV)
1,9.01
2,8.28